# C5H9I

A molecular structure, C5H9I in a non-equilibrium geometry (wB97M-V/def2-TZVPD, OMol25).

Geometry as ORCA input:
```
! wB97M-V def2-TZVPD RIJCOSX def2/J DEFGRID3
* xyz 0 1
C 0.116 0.005 0.854
C -0.476 0.991 0.156
C 0.057 2.361 0.308
C 3.793 0.791 -2.394
C 2.821 0.943 -1.282
I 3.488 -0.203 0.284
H -0.252 -0.973 0.692
H 0.997 0.082 1.568
H 0.110 2.616 1.316
H 1.079 2.378 0.043
H -0.390 3.011 -0.359
H 4.569 0.000 -2.420
H 3.270 0.998 -3.313
H 4.426 1.711 -2.135
H -1.261 0.770 -0.609
*
```

## Properties
Energy relative to the best compared isomer or geometry (same formula, charge and spin) in kcal per mole: 105.23
F_max in eV/Å: 2.3
LUMO in eV: -0.64
DFT total energy in eV: -13426.629
HOMO-LUMO gap in eV: 8.030